# 1
{
  "formula": "C6H14O3Yb",
  "method": "ωB97M-V with the def2-TZVPD basis set",
  "symbols": ["H", "C", "O", "C", "C", "O", "C", "C", "O", "C", "H", "H", "H", "H", "H", "H", "H", "H", "H", "H", "H", "H", "H", "Yb"],
  "positions_angstrom": [[-1.726, 0.887, 0.580], [-2.837, 2.675, -3.806], [-4.187, 2.354, -4.026], [-4.469, 1.147, -3.349], [-4.190, 1.471, -1.889], [-2.779, 1.789, -2.005], [-1.093, 0.204, -0.009], [0.302, 0.705, -0.047], [0.379, 2.033, -0.287], [1.655, 2.658, -0.049], [-2.139, 2.014, -4.351], [-2.707, 3.577, -4.423], [-3.726, 0.394, -3.665], [-5.532, 0.916, -3.480], [-4.170, 0.617, -1.205], [-4.949, 2.149, -1.483], [-1.080, -0.883, -0.176], [-2.055, 0.810, -1.138], [1.075, 0.111, -0.551], [-0.155, 0.168, 1.132], [1.507, 3.734, 0.073], [2.047, 2.309, 0.913], [2.285, 2.456, -0.922], [-1.585, 3.593, -1.531]],
  "atomic_forces_ev_per_a": [[-0.4, -1.1, 0.3], [-3.9, -2.4, -4.8], [3.8, 1.4, 1.9], [-1.0, -1.4, 0.0], [0.3, -1.2, -0.3], [0.5, 1.9, 1.2], [1.1, 1.0, -1.0], [-2.3, -0.8, -1.1], [-1.3, 0.4, 0.6], [1.1, 0.5, 0.3], [0.0, -0.9, 1.4], [0.1, 1.6, 1.5], [-0.9, -0.1, -0.1], [0.4, -0.3, -0.4], [-0.5, -0.4, -0.6], [0.9, 0.9, 0.0], [-1.0, 0.3, 0.5], [0.9, -0.3, 0.1], [0.1, -0.2, 0.8], [1.2, 0.8, -0.9], [-0.2, -0.1, -0.2], [0.2, -0.1, -0.4], [0.2, 0.0, 0.5], [0.8, 0.4, 0.7]],
  "de_lowest_kj_mol": 451.8,
  "orbital_gap_ev": [6.7, 8.0],
  "max_force_ev_per_a": 6.7,
  "mol_weight_g_mol": 307.215,
  "spin_multiplicity": 2,
  "e_lumo_ev": [-13.65, -14.18],
  "charge": 3,
  "e_homo_ha": [-0.746, -0.815]
}

# 2
{
  "formula": "C20H30N5RhS2Si2",
  "method": "ωB97M-V with the def2-TZVPD basis set",
  "symbols": ["Rh", "C", "S", "C", "S", "N", "N", "C", "C", "C", "C", "C", "C", "N", "H", "H", "H", "H", "H", "H", "H", "H", "C", "Si", "C", "C", "N", "C", "C", "C", "C", "C", "C", "N", "Si", "C", "C", "C", "H", "H", "H", "H", "H", "H", "H", "H", "H", "H", "H", "H", "H", "H", "H", "H", "H", "H", "H", "H", "H", "H"],
  "positions_angstrom": [[-0.377, 0.319, -0.700], [-5.138, 2.566, -0.272], [-3.994, 3.268, -1.478], [-2.537, 2.320, -1.220], [-2.621, 0.740, -0.520], [-1.465, 2.925, -1.656], [-0.354, 2.139, -1.504], [0.750, 2.505, -2.066], [1.910, 1.648, -1.853], [3.185, 1.964, -2.299], [4.229, 1.104, -2.000], [3.979, -0.036, -1.253], [2.680, -0.293, -0.841], [1.674, 0.516, -1.149], [-6.100, 3.034, -0.476], [-4.821, 2.808, 0.740], [-5.232, 1.491, -0.394], [0.799, 3.418, -2.649], [3.348, 2.873, -2.861], [5.232, 1.327, -2.340], [4.771, -0.724, -0.992], [2.417, -1.163, -0.252], [1.820, 2.546, 1.521], [0.231, 1.805, 2.189], [0.445, 1.718, 4.055], [-1.171, 3.004, 1.872], [-0.038, 0.273, 1.392], [-0.209, -0.982, 1.876], [-0.328, -1.334, 3.241], [-0.340, -2.649, 3.639], [-0.282, -3.684, 2.693], [-0.237, -3.387, 1.353], [-0.243, -2.048, 0.911], [-0.315, -1.668, -0.383], [-0.306, -2.660, -1.813], [1.221, -3.747, -1.942], [-0.271, -1.490, -3.284], [-1.850, -3.712, -1.919], [2.016, 3.514, 1.989], [1.759, 2.710, 0.446], [2.674, 1.894, 1.720], [0.680, 2.729, 4.400], [1.261, 1.063, 4.364], [-0.466, 1.406, 4.568], [-1.055, 3.877, 2.519], [-2.134, 2.538, 2.091], [-1.193, 3.356, 0.840], [-0.375, -0.557, 3.987], [-0.393, -2.887, 4.693], [-0.297, -4.717, 3.018], [-0.230, -4.184, 0.620], [2.131, -3.144, -1.911], [1.213, -4.284, -2.894], [1.284, -4.489, -1.145], [0.717, -1.048, -3.431], [-1.004, -0.682, -3.198], [-0.520, -2.047, -4.192], [-1.892, -4.471, -1.136], [-1.893, -4.223, -2.885], [-2.740, -3.086, -1.826]],
  "atomic_forces_ev_per_a": [[-0.4, -0.6, 1.1], [0.0, -0.1, -0.1], [0.2, 0.0, 0.1], [-0.2, 0.1, 0.0], [0.2, -0.1, 0.1], [0.0, 0.0, -0.1], [0.2, 0.5, 0.0], [-0.3, -0.1, 0.1], [0.2, -0.1, 0.1], [-0.1, 0.0, 0.1], [0.0, -0.1, 0.0], [0.1, 0.1, 0.0], [-0.1, 0.0, 0.1], [0.2, -0.1, -0.3], [0.0, 0.0, 0.0], [0.0, 0.0, 0.0], [0.0, 0.0, 0.0], [0.0, 0.0, 0.0], [0.0, 0.0, 0.0], [0.0, 0.0, 0.0], [0.0, 0.0, 0.0], [0.0, 0.0, 0.0], [0.0, 0.0, 0.0], [-0.1, 0.0, -0.1], [0.0, -0.1, 0.0], [0.0, 0.0, -0.1], [0.4, 1.0, -1.1], [-0.4, -1.5, 0.2], [-0.1, 0.4, -0.5], [0.1, -0.6, -0.1], [-0.1, 0.2, 0.5], [0.0, 0.4, -0.3], [0.1, 0.0, 1.2], [0.1, 0.5, -1.0], [0.0, 0.1, 0.3], [0.0, 0.0, 0.0], [0.0, 0.1, 0.1], [0.0, 0.0, 0.0], [0.0, 0.0, 0.0], [0.0, 0.0, 0.0], [0.0, 0.0, 0.0], [0.0, 0.0, 0.0], [0.0, 0.0, 0.0], [0.0, 0.0, 0.0], [0.0, 0.0, 0.0], [0.0, 0.0, 0.0], [0.0, 0.0, 0.0], [0.0, 0.0, 0.0], [0.0, 0.0, 0.0], [0.0, 0.0, 0.0], [0.0, 0.0, 0.0], [0.0, 0.0, 0.0], [0.0, 0.0, 0.0], [0.0, 0.0, 0.0], [0.0, 0.0, 0.0], [-0.1, 0.0, 0.0], [0.0, 0.0, 0.0], [0.0, 0.0, 0.0], [0.0, 0.0, 0.0], [0.0, 0.0, 0.0]],
  "de_lowest_kj_mol": 17.4,
  "orbital_gap_ev": [4.6, 4.6],
  "max_force_ev_per_a": 1.5,
  "mol_weight_g_mol": 563.707,
  "e_lumo_ev": [-1.45, -1.45],
  "e_homo_ha": [-0.223, -0.224]
}

# 3
{
  "formula": "C3H8N2S2",
  "method": "ωB97M-V with the def2-TZVPD basis set",
  "symbols": ["C", "S", "N", "C", "C", "N", "S", "H", "H", "H", "H", "H", "H", "H", "H"],
  "positions_angstrom": [[-0.748, -1.836, 0.648], [-0.188, -0.975, -0.890], [-0.053, 0.602, -0.485], [-1.205, 1.479, -0.541], [1.021, 0.985, 0.399], [2.224, 0.642, 0.429], [3.283, -0.398, -0.495], [-1.016, -2.863, 0.255], [-0.128, -1.797, 1.553], [-1.718, -1.529, 0.985], [-1.635, 1.743, -1.672], [-1.956, 1.060, 0.163], [-0.933, 2.448, -0.234], [0.864, 1.892, 1.020], [2.188, -1.454, -1.137]],
  "atomic_forces_ev_per_a": [[-0.7, -0.9, -0.8], [-0.5, -1.7, 0.5], [1.5, 1.5, 0.9], [-1.7, -0.5, -2.1], [-0.4, 1.0, -1.2], [1.9, -1.2, -0.4], [-4.0, -1.4, -0.5], [1.0, 0.7, 0.6], [0.5, -0.3, -0.7], [-0.7, 0.8, -0.1], [1.1, -1.4, 2.9], [-0.2, 0.6, -0.9], [0.5, 1.1, 0.8], [-0.7, -0.7, -0.2], [2.4, 2.4, 1.3]],
  "de_lowest_kj_mol": 326.9,
  "orbital_gap_ev": 9.0,
  "max_force_ev_per_a": 4.3,
  "mol_weight_g_mol": 136.245,
  "e_lumo_ev": 0.65,
  "e_homo_ha": -0.306
}

# 4
{
  "formula": "C4H8AsF6KO8S",
  "method": "ωB97M-V with the def2-TZVPD basis set",
  "symbols": ["K", "As", "F", "F", "F", "F", "F", "F", "O", "C", "O", "O", "H", "C", "O", "H", "H", "H", "C", "C", "O", "S", "O", "O", "O", "H", "H", "H", "H"],
  "positions_angstrom": [[0.429, -0.206, 1.120], [-0.965, -3.987, 2.065], [-1.582, -4.974, 3.351], [0.302, -5.213, 1.665], [-0.344, -2.906, 0.739], [-2.036, -2.678, 2.510], [0.259, -3.275, 3.130], [-1.935, -4.703, 0.840], [5.425, -0.017, 2.030], [4.106, -0.347, 2.392], [3.933, -1.076, 3.382], [3.186, 0.221, 1.742], [4.990, 0.619, 1.413], [-1.736, 2.285, 3.182], [-0.589, 1.534, 3.021], [-1.894, 2.391, 4.269], [-1.646, 3.292, 2.729], [-2.717, 1.982, 2.766], [-1.038, 0.886, -4.676], [-0.048, 2.028, -4.743], [0.148, 2.453, -3.359], [-0.837, 1.661, -2.331], [-2.102, 2.380, -2.217], [-0.111, 1.336, -1.134], [-0.990, 0.404, -3.365], [-0.882, 0.063, -5.372], [-2.061, 1.231, -4.855], [-0.266, 2.862, -5.405], [0.999, 1.753, -4.890]],
  "atomic_forces_ev_per_a": [[0.2, 0.2, 1.2], [3.3, 1.1, 0.1], [-0.2, 0.0, -0.4], [-1.2, 0.7, 0.2], [-0.2, -0.5, 0.7], [-0.2, -0.8, -0.5], [-0.9, -0.4, -0.5], [-0.8, -0.1, 0.3], [-1.6, 0.9, -1.1], [-1.7, -1.5, 3.1], [0.9, 0.1, -0.8], [0.7, 0.3, -1.2], [1.7, 0.3, -0.4], [1.5, -0.2, 0.4], [-1.0, -0.2, -1.1], [-0.5, 0.5, 0.2], [0.1, 0.5, 0.2], [-0.1, -0.8, -0.2], [-1.2, 0.3, -0.8], [2.0, 0.1, 1.1], [-1.3, 0.3, 0.8], [-0.7, 1.4, 0.2], [2.0, -1.4, -0.5], [-0.8, -0.1, -2.0], [0.2, -0.3, 1.9], [0.4, 0.0, 0.2], [0.1, 0.2, -0.1], [-0.5, 0.0, 0.3], [-0.3, -0.6, -1.0]],
  "orbital_gap_ev": 3.7,
  "max_force_ev_per_a": 3.9,
  "mol_weight_g_mol": 444.175,
  "e_lumo_ev": 3.22,
  "charge": -2,
  "e_homo_ha": -0.019
}